ORCA calculation (ωB97M-V/def2-TZVPD) on a cluster of 2 separate species, C3H10N2O in total.

The geometry in XYZ format:
```
16
Properties=species:S:1:pos:R:3:forces:R:3
H -1.88184 -1.79397 2.31823 0.42 0.10 0.12
N -1.82642 -1.02210 1.66063 -0.80 -0.43 -0.24
C -0.90420 -1.14939 0.79472 0.59 0.64 0.38
N -0.88593 -0.34973 -0.31327 -0.30 -0.38 -0.46
C 0.24800 0.44037 -0.76084 -0.20 0.57 0.00
C -0.04313 1.04283 -2.13051 0.16 -0.79 0.15
H -0.03524 -1.80169 0.90359 -0.01 -0.23 -0.16
H -1.78218 0.10000 -0.44984 0.09 0.18 0.17
H 1.18063 -0.11526 -0.76539 -0.09 -0.38 0.03
H 0.39248 1.26426 -0.05670 0.21 0.09 0.06
H -0.25182 0.24975 -2.84905 0.08 -0.05 -0.06
H 0.82838 1.59464 -2.47332 -0.15 0.27 -0.06
H -0.93496 1.65682 -2.08048 0.00 0.40 -0.06
O 2.09515 0.09379 1.74084 0.16 0.08 -0.32
H 2.63105 -0.18406 2.48781 -0.20 -0.04 0.13
H 1.17003 -0.02626 1.97356 0.05 -0.03 0.30
```
Positions in Å, forces in eV/Å.

Properties
DFT total energy (eV): -8300.4510
Energy above the lowest of the compared OMol25 structures with the same formula, charge and spin (kcal per mole): 24.3
Kohn-Sham gap (hartree): 0.3610
HOMO energy (eV): -9.013
Molecular weight (g mol⁻¹): 90.126

Charges obtained by Mulliken population analysis, quoted in units of e:
1. H 0.23
2. N -0.72
3. C -0.24
4. N -0.25
5. C -0.29
6. C -1.28
7. H 0.60
8. H 0.25
9. H 0.34
10. H 0.31
11. H 0.33
12. H 0.36
13. H 0.36
14. O -0.63
15. H 0.30
16. H 0.34

---

ORCA calculation (ωB97M-V/def2-TZVPD) on a cluster of 2 separate species, C5H8BrNO3 in total at a distorted geometry.

The geometry in XYZ format:
```
18
Properties=species:S:1:pos:R:3:forces:R:3
O 1.26350 -2.57143 0.37657 -0.78 -1.50 0.67
N 1.71129 -1.49531 0.72237 0.33 0.66 0.34
O 1.57313 -1.02661 2.04543 -0.54 -0.21 -0.31
C 2.32665 -0.70729 -0.05853 3.26 1.10 -0.62
Br 3.11395 0.90809 0.60955 -0.13 -0.65 -0.33
H 1.59218 -1.84819 2.54551 -0.23 -0.41 0.22
H 2.86825 -1.15756 -0.91753 -1.26 0.63 0.45
C -2.46329 0.60921 -1.10011 -0.37 -2.30 0.23
C -1.67333 0.61661 0.23167 -0.50 -1.29 1.13
C -0.25715 1.14577 0.09527 -1.72 -0.13 -0.21
C 0.41722 0.98475 -0.98929 2.54 -1.51 -3.55
O 1.07017 0.65344 -1.94830 -2.22 1.58 2.40
H -3.13503 1.45570 -1.20677 0.50 0.41 -0.21
H -3.21369 -0.29912 -1.13564 1.75 1.51 -0.07
H -1.66993 0.52007 -1.88937 -1.44 0.08 0.12
H -1.53255 -0.47196 0.66232 -0.63 1.97 -0.78
H -2.22731 1.21913 0.99991 0.60 -0.63 -0.56
H 0.23594 1.46469 0.95694 0.84 0.68 1.08
```
Positions in Å, forces in eV/Å.

Properties
DFT total energy (eV): -82983.8981
Energy above the lowest of the compared OMol25 structures with the same formula, charge and spin (kcal per mole): 28.2
Kohn-Sham gap (hartree): 0.3461
HOMO energy (eV): -8.926
Molecular weight (g mol⁻¹): 210.027

Charges obtained by Mulliken population analysis, quoted in units of e:
1. O -0.68
2. N 0.89
3. O -0.38
4. C -0.52
5. Br -0.09
6. H 0.33
7. H 0.39
8. C -0.83
9. C -0.27
10. C -0.41
11. C 0.35
12. O -0.46
13. H 0.26
14. H 0.24
15. H 0.23
16. H 0.18
17. H 0.31
18. H 0.47

---

ORCA calculation (ωB97M-V/def2-TZVPD) on a cluster of 10 separate species, C34H95N7O13 in total at a distorted geometry.

The geometry in XYZ format:
```
149
Properties=species:S:1:pos:R:3:forces:R:3
C 5.28822 -2.50851 2.30901 0.20 0.97 2.14
O 4.81520 -1.12514 2.38693 0.31 -1.99 -0.05
C 5.56596 -0.38799 1.46863 0.35 0.69 0.07
C 4.86442 -0.35709 0.16421 -0.23 -1.48 -2.38
C 5.53365 0.46715 -0.95176 -1.38 0.12 0.80
N 3.47189 0.06667 0.29162 0.85 1.77 -0.93
H 6.25377 -2.53347 2.87678 -0.56 -0.17 -0.58
H 5.44463 -2.90609 1.31274 -0.28 0.16 -0.25
H 4.57373 -3.08868 2.89556 0.02 -0.19 -0.34
H 5.66701 0.61311 1.83164 -0.09 0.90 0.48
H 6.57685 -0.77464 1.41217 0.36 -0.21 -0.26
H 4.85313 -1.39349 -0.25342 -0.13 0.39 0.42
H 6.43823 0.01662 -1.26021 0.99 -0.55 -0.41
H 5.77210 1.44169 -0.54202 -0.05 0.52 -0.20
H 4.83811 0.53594 -1.81169 0.47 0.09 0.49
H 3.53292 1.09254 0.33503 -0.39 -0.21 -0.06
H 3.07826 -0.17490 1.16155 -0.47 -0.67 1.26
C 0.60702 -3.45632 -6.00340 1.06 0.06 0.20
O 1.30745 -4.15620 -4.97220 -0.90 0.43 -0.14
C 1.67201 -3.32159 -3.87091 -0.40 -0.11 -1.45
C 3.07487 -2.87776 -4.06546 1.26 -1.27 1.97
C 3.99294 -4.00338 -4.46885 1.17 -0.90 0.72
N 3.56454 -2.23481 -2.85033 -0.06 1.70 -0.91
H 0.29695 -4.20567 -6.74568 0.20 0.46 0.14
H 1.23684 -2.63376 -6.43815 -0.41 -0.81 0.02
H -0.24671 -2.97706 -5.56056 -0.76 0.23 0.04
H 1.03981 -2.43419 -3.72830 -0.28 -0.14 -0.34
H 1.58714 -3.89495 -2.99543 -0.09 -1.04 1.30
H 3.04146 -2.18678 -4.86324 0.44 1.24 -0.80
H 3.71021 -4.25964 -5.47389 0.34 -0.47 -0.47
H 3.91277 -4.94289 -3.83467 -0.21 1.13 -0.57
H 5.07817 -3.69552 -4.39830 -1.21 -0.12 -0.30
H 3.68098 -2.74046 -2.00056 0.04 -1.31 0.13
H 2.85452 -1.56447 -2.62856 -0.14 0.99 0.47
C -2.93292 1.10590 2.08231 0.38 -0.85 -0.79
O -3.39482 0.31617 3.14150 -0.18 -0.19 -0.12
C -4.79593 0.42903 3.32399 -1.01 0.09 -1.46
C -5.21755 1.47955 4.37607 1.36 0.42 0.52
C -4.34852 1.25122 5.62163 1.47 -1.08 0.02
N -6.64433 1.39313 4.54139 -0.75 0.24 -0.15
H -1.87620 1.18902 2.13723 1.16 -0.32 0.26
H -3.26872 2.09133 2.12391 -1.00 1.84 0.33
H -3.15428 0.77820 1.04955 -0.33 -0.52 0.45
H -5.26018 0.70232 2.31464 0.32 -0.44 1.28
H -5.17232 -0.58220 3.60439 0.18 0.65 0.02
H -4.93148 2.49491 4.01143 -0.43 -0.58 -0.02
H -3.27603 1.32279 5.31199 -0.75 0.19 0.22
H -4.38392 0.21662 6.03279 -0.46 0.42 -0.40
H -4.47454 1.90389 6.47496 -0.42 0.48 -0.05
H -7.09686 2.02762 5.20127 0.70 0.02 -0.27
H -6.88347 0.47133 4.85006 -0.20 -0.58 0.11
C 0.77871 -0.48064 6.77094 -0.85 0.73 -0.09
O 1.48023 -0.39176 5.56826 0.44 0.51 -1.30
C 1.02360 0.65435 4.65345 -0.10 -1.08 1.78
C 2.19257 1.11360 3.83315 0.59 0.51 -1.25
C 3.31161 1.70825 4.67439 0.73 0.36 0.06
N 1.73611 2.09017 2.84125 0.39 -1.28 -1.05
H 0.83536 0.45055 7.39415 0.04 -0.53 -0.51
H 1.18121 -1.30477 7.33410 0.22 -0.31 0.22
H -0.26307 -0.70138 6.52273 -0.19 0.01 0.44
H 0.14752 0.34660 4.03060 0.67 -0.10 0.36
H 0.69638 1.46503 5.32327 -0.06 0.24 -0.42
H 2.65039 0.30870 3.21942 -0.46 -0.02 0.58
H 3.84685 0.95029 5.25143 -0.36 0.03 0.15
H 2.92735 2.48440 5.33732 -0.15 -0.10 0.28
H 4.09955 2.23016 4.09735 -0.59 -0.41 -0.25
H 1.10678 1.63241 2.16278 0.29 0.52 0.62
H 1.34166 2.91770 3.22076 -0.50 0.70 0.28
C -0.12224 1.42067 -3.79416 0.13 0.87 -0.35
O 0.14070 2.77485 -4.23336 -0.86 -0.99 1.80
C 0.38579 2.80689 -5.57277 2.60 0.03 -0.99
C 1.90607 2.43298 -5.92604 -1.60 0.22 0.43
C 2.94580 3.46909 -5.47643 -0.14 -0.17 -0.88
N 1.84569 2.21717 -7.36185 1.13 -1.44 0.49
H -0.42520 1.47106 -2.77128 -0.63 0.20 0.63
H 0.80032 0.85712 -3.72462 0.15 -0.39 -0.53
H -0.90479 0.96102 -4.43550 0.53 0.10 0.37
H -0.18690 2.04775 -6.09137 -0.52 0.07 -0.42
H 0.19237 3.82652 -5.91923 -0.14 -0.11 -0.23
H 2.06082 1.45753 -5.41240 0.29 0.57 -0.35
H 3.05735 3.47802 -4.39416 -0.03 0.25 0.03
H 2.73039 4.47105 -5.90944 -0.15 -0.47 0.54
H 3.90435 3.18786 -5.93470 -0.02 -0.05 0.32
H 1.28812 2.88615 -7.79168 -1.40 1.47 -0.83
H 2.73358 2.30696 -7.81864 0.60 -0.18 0.01
C -1.16707 4.31399 1.93145 0.30 0.36 -1.31
O 0.18651 4.38361 1.48781 -0.30 -0.83 0.77
C 0.32679 3.60532 0.30040 0.12 0.36 -0.15
C 1.80719 3.61069 -0.21171 -2.47 0.28 -1.90
C 2.13035 5.07045 -0.41600 2.02 0.51 -0.09
N 1.87880 2.90061 -1.49505 -0.19 0.71 -1.13
H -1.32344 4.72259 2.91264 0.36 0.64 0.32
H -1.47159 3.28948 2.00045 -0.25 -0.70 -0.10
H -1.79154 4.82589 1.16590 -0.01 -0.19 0.57
H -0.05371 2.57461 0.35478 0.15 -0.12 0.70
H -0.39329 4.08074 -0.40058 0.77 -0.14 -0.49
H 2.49846 3.09064 0.41945 0.09 0.10 0.98
H 3.24113 5.16828 -0.66392 -1.51 0.07 -0.20
H 2.03487 5.55110 0.55188 -0.20 0.32 0.04
H 1.45951 5.59354 -1.15525 0.78 -0.70 0.60
H 1.39250 3.38642 -2.28475 0.48 -0.59 1.13
H 1.59306 1.92645 -1.48528 -0.10 0.14 0.19
C -7.00626 2.02895 0.15392 1.10 -0.36 1.68
O -5.98158 1.09732 -0.13424 -0.49 -0.48 -0.34
C -6.00562 0.70643 -1.50380 -2.04 -0.08 0.55
C -4.76427 -0.12750 -1.72114 -1.55 0.01 -1.76
C -4.69572 -0.38411 -3.23786 0.38 -1.37 -0.07
N -4.81424 -1.40349 -1.02256 1.15 0.23 -0.36
H -6.89337 2.28145 1.21577 -0.23 -0.27 -0.05
H -8.01316 1.67159 -0.01247 -0.23 -0.11 -0.38
H -6.72980 2.91742 -0.34638 -0.43 1.24 -1.01
H -6.91519 0.02703 -1.69776 0.90 0.90 0.20
H -6.17636 1.64137 -2.12580 0.73 -1.06 0.29
H -4.01242 0.48899 -1.28269 1.26 0.10 -0.11
H -4.78451 0.49784 -3.86882 -0.24 0.10 0.20
H -5.48654 -1.15144 -3.51297 0.68 1.07 0.27
H -3.74827 -0.86472 -3.51639 -0.11 0.08 0.16
H -4.83068 -1.22302 -0.05067 0.03 0.15 1.29
H -5.63611 -1.93184 -1.21229 -0.88 -0.23 -0.48
O -1.45289 -4.57752 0.30485 0.94 -0.05 -0.97
C -1.68810 -4.27662 -1.08035 -1.16 0.09 1.64
C -3.02040 -4.83037 -1.50255 -0.86 -0.05 0.16
O -4.08507 -4.27939 -0.69171 0.89 1.05 -0.86
H -2.23821 -4.30178 0.75160 -0.97 0.21 0.59
H -1.66128 -3.21039 -1.23273 -0.07 0.71 -0.11
H -0.90651 -4.69164 -1.62664 1.42 -0.89 -1.00
H -3.06433 -5.89585 -1.31323 0.16 -0.27 -0.09
H -3.21599 -4.64991 -2.57035 0.09 0.00 0.16
H -4.06081 -3.31646 -0.93386 -0.38 -0.67 0.47
O -1.01309 -2.43672 4.72860 -0.11 -0.31 0.25
C -0.40153 -3.57048 4.09921 -0.09 0.69 -0.64
C 1.10792 -3.37350 3.99101 0.48 -2.15 -0.12
O 1.41999 -2.61375 2.84537 0.61 1.08 -0.64
H -1.24571 -1.73380 4.11728 0.12 -0.14 -0.35
H -0.66666 -4.43223 4.76261 0.32 0.54 -0.90
H -0.75482 -3.66838 3.02460 0.05 -0.36 1.27
H 1.61947 -4.38827 3.84853 -0.72 1.03 0.44
H 1.49978 -2.88893 4.86959 0.03 0.15 0.47
H 2.27207 -2.15080 2.97320 -0.59 -0.34 0.09
O 0.46504 -0.49363 1.26468 1.00 0.28 1.86
C -0.25946 -0.66824 0.13041 -0.88 -1.04 -2.08
C 0.58913 -1.19557 -1.04377 -0.74 1.74 -1.21
O 1.51225 -0.19002 -1.55846 -1.52 -0.93 -0.22
H 0.76541 -1.35392 1.62108 -0.30 0.25 0.06
H -1.11223 -1.35964 0.24450 0.18 -0.24 0.27
H -0.76929 0.26686 -0.13501 0.52 0.13 -0.14
H -0.12026 -1.46900 -1.86364 0.47 0.50 0.30
H 1.10817 -2.11686 -0.86287 0.43 -0.54 0.74
H 2.21101 -0.03528 -0.89316 0.47 -0.35 0.41
```
Positions in Å, forces in eV/Å.

Properties
DFT total energy (eV): -73840.6379
Energy above the lowest of the compared OMol25 structures with the same formula, charge and spin (kcal per mole): 46.0
Kohn-Sham gap (hartree): 0.3330
HOMO energy (eV): -8.556
Molecular weight (g mol⁻¹): 810.170

These are the Mulliken partial charges, in e, on atoms 1 to 99:
1. C -0.82
2. O -0.09
3. C -1.16
4. C 0.75
5. C -1.66
6. N 0.09
7. H 0.32
8. H 0.37
9. H 0.20
10. H 0.34
11. H 0.49
12. H -0.01
13. H 0.51
14. H 0.40
15. H 0.22
16. H -0.02
17. H -0.32
18. C -0.62
19. O -0.47
20. C -0.34
21. C 0.41
22. C -1.52
23. N -0.40
24. H 0.27
25. H 0.25
26. H 0.25
27. H 0.13
28. H 0.53
29. H 0.28
30. H 0.39
31. H 0.28
32. H 0.37
33. H 0.31
34. H 0.01
35. C 0.15
36. O -0.13
37. C -0.31
38. C 0.63
39. C -1.30
40. N -0.63
41. H -0.53
42. H 0.52
43. H 0.00
44. H -0.36
45. H 0.49
46. H 0.21
47. H 0.15
48. H 0.26
49. H 0.43
50. H 0.26
51. H 0.24
52. C -0.86
53. O -0.20
54. C -0.29
55. C 1.55
56. C -1.89
57. N 0.02
58. H 0.31
59. H 0.27
60. H 0.31
61. H -0.10
62. H 0.64
63. H -1.04
64. H 0.32
65. H 0.43
66. H 0.43
67. H -0.40
68. H 0.26
69. C -0.55
70. O -0.28
71. C -0.98
72. C 1.33
73. C -1.23
74. N -0.70
75. H 0.13
76. H 0.21
77. H 0.33
78. H 0.40
79. H 0.38
80. H -0.45
81. H 0.25
82. H 0.28
83. H 0.38
84. H 0.22
85. H 0.24
86. C -0.10
87. O -0.49
88. C -0.34
89. C 0.42
90. C -1.75
91. N -0.03
92. H 0.39
93. H -0.44
94. H 0.37
95. H -0.10
96. H 0.93
97. H 0.08
98. H 0.37
99. H 0.43

---

What is the Kohn-Sham gap in the second record?
0.3461 hartree